1.
{"formula": "C3H10N4", "method": "wB97M-V/def2-TZVPD", "total_charge": 0, "max_force_ev_per_a": 3.2, "orbital_gap_ha": 0.3422, "e_lumo_ev": 1.111, "smiles": "CN1N[C@H](N)[C@H]1N", "symbols": ["N", "N", "N", "N", "C", "C", "C", "H", "H", "H", "H", "H", "H", "H", "H", "H", "H"], "xyz": [[0.9414, -0.7517, 2.1463], [0.4789, -1.1984, -1.3089], [-0.0083, 1.0842, -0.3033], [-0.7039, 0.7019, 1.0930], [0.7005, -0.2074, -0.2995], [0.0270, -0.5520, 1.0635], [-0.9581, 1.3291, -1.3582], [-0.6803, -1.3896, 0.9265], [-0.2712, 1.4168, 1.6738], [1.4499, -1.6227, 2.0570], [-0.4149, 1.4304, -2.3001], [1.7766, -0.0306, -0.2150], [0.4979, -0.7043, 3.0561], [-0.5069, -1.4082, -1.4167], [-1.7127, 0.5346, -1.4617], [-1.4637, 2.2701, -1.1480], [0.8477, -0.9024, -2.2048]]}

=====

2.
{"formula": "C3H10N4", "method": "wB97M-V/def2-TZVPD", "total_charge": 0, "max_force_ev_per_a": 4.8, "orbital_gap_ha": 0.3565, "e_lumo_ev": 0.846, "symbols": ["N", "N", "N", "N", "C", "C", "C", "H", "H", "H", "H", "H", "H", "H", "H", "H", "H"], "xyz": [[0.9853, 0.5821, -1.2974], [-2.0899, -0.7335, 0.1994], [0.5237, -1.4485, -0.1185], [-1.8497, 1.5550, -0.2973], [0.3972, 0.0076, -0.1172], [0.9838, 0.6612, 1.1272], [-1.4025, 0.4085, -0.1223], [2.0629, 0.4804, 1.1883], [-3.0855, -0.6663, 0.0381], [1.4584, -1.7318, -0.4034], [0.8115, 1.7362, 1.1006], [1.9991, 0.6191, -1.2719], [0.6634, 0.1348, -2.1463], [0.5133, 0.2609, 2.0246], [-0.6770, 1.5458, -0.5859], [0.3607, -1.8265, 0.8089], [-1.6547, -1.5851, -0.1268]]}

=====

3.
{"formula": "C3H10N4O", "method": "wB97M-V/def2-TZVPD", "total_charge": 0, "max_force_ev_per_a": 2.9, "orbital_gap_ha": 0.3471, "e_lumo_ev": 0.803, "smiles": "CNNC(=O)N(C)N", "symbols": ["O", "N", "N", "N", "N", "C", "C", "C", "H", "H", "H", "H", "H", "H", "H", "H", "H", "H"], "xyz": [[-1.2695, 2.1202, -0.0469], [-0.8539, -1.4925, -0.1478], [0.7496, 1.0652, -0.1843], [1.4843, 0.0737, 0.4271], [-1.3761, -0.1643, -0.0185], [-2.8404, -0.2085, 0.1311], [2.8457, -0.1045, -0.1580], [-0.6521, 1.0765, -0.1236], [3.4838, -0.8158, 0.5412], [-3.0050, -0.9839, 0.9374], [1.5362, 0.2995, 1.4391], [-3.2032, 0.7995, 0.3351], [2.7410, -0.6019, -1.1069], [1.0093, 2.0329, -0.2534], [-0.7130, -1.7825, -1.1232], [-0.0002, -1.6183, 0.3770], [-3.3226, -0.5155, -0.7919], [3.3860, 0.8203, -0.2333]]}

=====

4.
{"formula": "C3H10N4O", "method": "wB97M-V/def2-TZVPD", "total_charge": 0, "max_force_ev_per_a": 8.2, "orbital_gap_ha": 0.3272, "e_lumo_ev": 0.442, "symbols": ["O", "N", "N", "N", "N", "C", "C", "C", "H", "H", "H", "H", "H", "H", "H", "H", "H", "H"], "xyz": [[-2.6464, 0.3349, -0.2480], [1.1684, 2.6440, -0.2907], [1.6836, 1.1989, 0.1594], [1.4340, -0.9837, 0.3808], [1.3077, -1.9284, -0.5013], [-0.5178, 0.1493, -0.5531], [0.9529, 0.2479, -0.1575], [-1.4841, -0.2452, 0.5397], [-3.4788, -0.4079, 0.2693], [-0.9814, 1.3401, -0.9899], [2.2091, -1.9758, -0.9076], [1.1963, 3.1713, 1.1807], [-0.6343, -0.6956, -1.4079], [-1.5661, 0.2483, 1.6797], [0.8420, -2.8281, -0.1538], [2.1403, -1.1608, 1.2500], [-0.0510, 2.4527, -0.8328], [-1.5745, -1.5620, 0.5827]]}

=====

5.
{"formula": "C3H10N4S", "method": "wB97M-V/def2-TZVPD", "total_charge": 0, "max_force_ev_per_a": 5.0, "orbital_gap_ha": 0.3292, "e_lumo_ev": 0.182, "symbols": ["S", "N", "N", "N", "N", "C", "C", "C", "H", "H", "H", "H", "H", "H", "H", "H", "H", "H"], "xyz": [[-0.8174, 1.1040, -1.2673], [0.6144, -1.3055, 0.4474], [2.7333, -0.3688, 1.3815], [1.6041, 0.4237, 1.4090], [-0.3586, 1.0278, 0.2750], [-2.5800, 0.5005, -1.1766], [-0.3543, -2.2728, -0.1805], [0.5110, -0.1038, 0.6688], [-2.8948, 0.3896, 0.2191], [-0.1792, -2.2812, -1.3030], [1.7807, 1.3281, 0.8241], [-0.5226, -3.2619, 0.3107], [3.0506, -0.7024, 0.3199], [-2.7489, -0.7369, -2.0438], [-0.4844, 1.7596, 1.1050], [2.2992, -1.2579, 2.0044], [-3.3216, 1.8463, -1.6490], [-1.5130, -1.9314, 0.0289]]}

=====

6.
{"formula": "C3H10N5", "method": "wB97M-V/def2-TZVPD", "total_charge": 1, "max_force_ev_per_a": 4.3, "orbital_gap_ha": 0.3453, "e_lumo_ev": -4.869, "smiles": "[H]/N=[N+]1\\NNN(C)[C@@H]1C", "symbols": ["N", "N", "N", "N", "N", "C", "C", "C", "H", "H", "H", "H", "H", "H", "H", "H", "H", "H"], "xyz": [[-0.5096, -1.2556, 0.6717], [1.0660, 0.0706, 0.0024], [-1.0992, -0.4250, -0.1004], [0.7218, -0.7682, 1.0437], [-2.1797, -0.3653, -0.7047], [1.9234, -0.6418, -0.9737], [-0.5650, 1.7479, 0.5531], [-0.1556, 0.6268, -0.3802], [0.4629, -0.2579, 1.9883], [-0.8707, -2.1207, 1.0380], [2.3175, -0.0063, -1.6921], [-0.7745, 1.3246, 1.5757], [0.0163, 2.6096, 0.6142], [-1.4672, 2.1175, 0.0497], [-0.1228, 1.0159, -1.4350], [2.7019, -0.9985, -0.3363], [-2.9538, -1.0478, -0.5705], [1.4885, -1.6256, -1.3440]]}

=====

In the order shown, the computed HOMO values come out to -8.199, -8.855, -8.642, -8.462, -8.776, -14.267 eV.
In the order shown, the computed energy above the lowest of the compared OMol25 structures with the same formula, charge and spin values come out to 47.89, 46.41, 71.45, 286.08, 179.96, 132.48 kcal/mol.